{
  "formula": "C48H42AsCl5CuFN3O3P",
  "method": "the ωB97M-V functional and the def2-TZVPD basis",
  "total_energy_ev": -241161.6498,
  "s_squared": 0.7540,
  "spin_multiplicity": 2,
  "homo_energy_ha": [-0.3600, -0.3626],
  "charge": 1,
  "species": ["Cu", "Cl", "C", "C", "C", "Cl", "C", "Cl", "C", "Cl", "C", "Cl", "C", "C", "N", "C", "C", "C", "O", "O", "C", "O", "C", "C", "C", "F", "C", "C", "C", "N", "C", "C", "N", "C", "C", "H", "H", "H", "H", "H", "H", "H", "H", "H", "H", "H", "H", "H", "H", "H", "H", "H", "H", "C", "C", "As", "C", "C", "C", "C", "C", "C", "C", "C", "C", "C", "C", "C", "P", "C", "C", "C", "C", "C", "C", "C", "C", "C", "C", "C", "C", "H", "H", "H", "H", "H", "H", "H", "H", "H", "H", "H", "H", "H", "H", "H", "H", "H", "H", "H", "H", "H", "H", "H", "H"],
  "positions_angstrom": [[2.533086, -2.072712, 1.854402], [3.178316, -0.965825, 4.690035], [4.561867, -1.126532, 3.631237], [4.370934, -1.615510, 2.340555], [5.531062, -1.841348, 1.611693], [5.443624, -2.642655, 0.058167], [6.804496, -1.519595, 2.086833], [8.209368, -1.786430, 1.126158], [6.941865, -0.978484, 3.361658], [8.497701, -0.571176, 3.969960], [5.811928, -0.798791, 4.153170], [5.976938, -0.183006, 5.754360], [-4.727367, -0.526787, 4.147073], [-4.198266, -0.619164, 2.723952], [-2.734747, -0.511264, 2.651958], [-1.997636, -1.645883, 2.644916], [-0.642136, -1.717172, 2.558254], [-0.077623, -3.127011, 2.575293], [-0.818539, -4.027915, 2.927824], [1.131995, -3.282883, 2.156446], [0.095035, -0.496580, 2.433838], [1.318193, -0.383177, 2.253051], [-0.696853, 0.737561, 2.543663], [-0.035951, 1.965055, 2.531156], [-0.740672, 3.127731, 2.604272], [-0.067977, 4.300930, 2.538562], [-2.137092, 3.141685, 2.726281], [-2.793436, 1.922263, 2.742554], [-2.090532, 0.714770, 2.636061], [-2.887656, 4.337025, 2.872140], [-4.074952, 4.541486, 2.057931], [-5.194452, 5.040388, 2.974839], [-4.541415, 5.797537, 4.111456], [-3.364309, 6.595136, 3.613922], [-2.254685, 5.606486, 3.221309], [-5.814127, -0.623838, 4.153504], [-4.460196, 0.422925, 4.615456], [-4.311663, -1.328084, 4.759111], [-4.629732, 0.146825, 2.081145], [-4.461947, -1.576001, 2.280967], [-2.543113, -2.579505, 2.717713], [1.045168, 1.981123, 2.446269], [-3.863664, 1.909506, 2.901831], [-4.383366, 3.620982, 1.573141], [-3.878755, 5.270213, 1.262572], [-5.756185, 4.226351, 3.426589], [-5.880723, 5.719580, 2.474025], [-4.193985, 5.110506, 4.781850], [-5.218432, 6.388372, 4.590282], [-3.043719, 7.272392, 4.400319], [-3.728135, 7.182136, 2.774264], [-1.583423, 5.451291, 4.062005], [-1.675975, 6.049582, 2.409198], [2.715916, -1.970573, -2.159614], [2.133572, -1.162905, -3.310661], [2.318351, -2.139626, -5.007954], [1.198037, -3.643120, -4.466547], [1.748774, -4.921253, -4.487693], [0.995260, -6.021163, -4.088519], [-0.315570, -5.845515, -3.668691], [-0.871318, -4.570102, -3.642647], [-0.118495, -3.473741, -4.038390], [0.957721, -1.159698, -6.010340], [0.558507, 0.135779, -5.694532], [-0.406135, 0.782335, -6.463154], [-0.978902, 0.139295, -7.550493], [-0.576479, -1.151386, -7.876975], [0.388963, -1.791323, -7.115494], [2.223332, -1.350103, -0.491164], [0.391338, -1.485955, -0.661419], [-0.091148, -2.788133, -0.499816], [-1.445983, -3.069269, -0.587487], [-2.353026, -2.048440, -0.845459], [-1.888860, -0.754808, -1.037516], [-0.527500, -0.476612, -0.949756], [2.716561, 0.411900, -0.542063], [1.945760, 1.476615, -0.081093], [2.437545, 2.776135, -0.105308], [3.716109, 3.033357, -0.576444], [4.507488, 1.977578, -1.008594], [4.014834, 0.681352, -0.986141], [3.805123, -1.987214, -2.207294], [2.379745, -3.009520, -2.191941], [2.647579, -0.206542, -3.410795], [1.071075, -0.965403, -3.162731], [2.771500, -5.061280, -4.817949], [1.431502, -7.012047, -4.109836], [-0.905391, -6.700512, -3.362554], [-1.894708, -4.429911, -3.314643], [-0.562753, -2.483421, -4.017854], [0.999266, 0.660462, -4.855647], [-0.705892, 1.791753, -6.209960], [-1.732457, 0.639777, -8.144996], [-1.012484, -1.657435, -8.729369], [0.693336, -2.798514, -7.378202], [0.595440, -3.592872, -0.265547], [-1.791031, -4.085233, -0.440161], [-3.412851, -2.266552, -0.915575], [-2.581739, 0.043247, -1.277726], [-0.197021, 0.529432, -1.158767], [0.969575, 1.298388, 0.345664], [1.818144, 3.590014, 0.255836], [4.099372, 4.046636, -0.596783], [5.515731, 2.160282, -1.358835], [4.656182, -0.126679, -1.315550]],
  "forces_ev_per_angstrom": [[0.45, -0.17, -0.07], [0.03, -0.04, -0.18], [0.01, 0.10, 0.06], [0.04, -0.05, 0.15], [0.12, -0.03, -0.07], [-0.17, 0.15, 0.10], [0.00, -0.01, -0.09], [-0.06, 0.00, 0.01], [0.03, -0.01, 0.01], [-0.04, 0.00, -0.03], [-0.08, 0.04, 0.05], [-0.02, -0.03, -0.08], [0.02, 0.00, 0.03], [0.15, 0.02, 0.04], [-0.02, 0.06, -0.01], [-0.09, 0.09, 0.02], [-0.09, 0.11, 0.09], [0.20, -0.10, -0.22], [0.03, 0.05, -0.01], [-0.25, 0.03, 0.11], [-0.01, -0.01, 0.03], [0.02, -0.01, 0.09], [-0.03, -0.05, -0.02], [0.16, -0.05, 0.10], [-0.08, 0.10, -0.04], [0.01, 0.02, 0.00], [-0.01, 0.10, 0.01], [-0.08, 0.02, 0.08], [-0.15, -0.13, 0.03], [-0.05, -0.02, 0.00], [0.12, 0.04, -0.02], [0.04, 0.07, 0.09], [0.07, 0.00, -0.13], [-0.09, -0.10, 0.06], [-0.13, -0.11, 0.02], [0.04, 0.01, -0.01], [-0.01, -0.03, -0.01], [-0.01, 0.02, -0.01], [-0.02, 0.02, -0.05], [-0.01, -0.05, -0.01], [-0.01, 0.02, -0.01], [-0.08, 0.00, 0.05], [0.04, 0.02, -0.03], [0.02, -0.04, 0.01], [-0.02, 0.00, -0.03], [-0.02, -0.03, 0.00], [-0.01, 0.03, 0.00], [0.03, -0.02, 0.02], [-0.03, 0.04, 0.00], [0.00, 0.01, 0.03], [0.00, 0.01, -0.03], [0.04, -0.03, 0.02], [0.02, 0.02, -0.06], [0.16, 0.10, 0.16], [-0.01, 0.07, 0.10], [0.07, -0.01, -0.10], [-0.09, -0.08, -0.04], [-0.10, -0.02, 0.04], [-0.02, 0.04, 0.02], [0.03, 0.05, -0.01], [0.05, -0.01, -0.04], [0.03, -0.10, -0.01], [-0.04, 0.00, -0.01], [-0.02, -0.01, -0.12], [0.04, -0.07, 0.00], [0.04, -0.04, 0.04], [0.00, 0.05, 0.01], [-0.04, 0.06, 0.00], [-0.51, 0.20, 0.01], [0.02, -0.06, -0.01], [0.01, 0.03, 0.03], [-0.06, 0.06, 0.00], [0.05, -0.07, 0.03], [0.12, -0.02, 0.04], [-0.03, -0.01, -0.13], [0.12, -0.05, -0.11], [0.01, 0.00, 0.09], [-0.02, -0.07, 0.00], [0.03, -0.02, -0.02], [0.00, 0.01, 0.03], [-0.07, 0.03, -0.06], [0.02, -0.08, 0.02], [-0.01, -0.04, 0.04], [0.00, 0.03, 0.06], [-0.01, 0.00, 0.04], [0.00, 0.00, -0.01], [-0.01, 0.02, 0.00], [0.01, 0.01, -0.01], [0.03, -0.01, -0.02], [0.00, -0.01, -0.02], [-0.02, -0.01, 0.01], [0.00, 0.00, 0.00], [0.01, 0.00, 0.00], [0.00, 0.01, 0.02], [0.00, 0.00, 0.00], [0.00, -0.01, -0.02], [0.03, 0.02, -0.01], [0.03, 0.01, -0.01], [0.01, 0.00, 0.00], [0.07, 0.06, 0.03], [0.05, -0.04, -0.16], [0.01, -0.03, 0.00], [-0.02, -0.05, 0.00], [-0.03, -0.01, 0.01], [0.01, -0.02, 0.00]],
  "mulliken_charge": [-0.9576, -0.1848, 1.6159, -1.5559, 1.7452, -0.1872, -0.1504, -0.1835, 0.4783, -0.1756, -0.2700, -0.1874, -1.1152, -1.1882, 0.6216, -0.2772, -0.1520, 0.2576, -0.7480, -0.7303, 0.8721, -0.9788, 0.6739, -0.4331, 0.1301, -0.4094, -1.2673, -0.5464, -0.1660, 0.2659, -0.7305, -0.7329, -0.1513, -0.7512, -0.7128, 0.4090, 0.2970, 0.3419, 0.5534, 0.4961, 0.6742, 0.9309, 0.8214, 0.4939, 0.3188, 0.4289, 0.3778, 0.3760, 0.3381, 0.3940, 0.3516, 0.5083, 0.4091, -1.1520, -0.5731, 0.2123, -0.0809, -0.3797, -0.5737, -0.5690, -0.6171, 0.1928, 0.1646, 0.0256, -0.7149, -0.4193, -0.6277, -0.3747, -0.3375, 2.5776, -1.6849, -0.9621, -0.5993, -1.2750, -0.4242, 1.3087, 0.1663, -1.1699, -0.6902, -0.8207, -0.6536, 0.8112, 0.7254, 0.7863, 0.0974, 0.3679, 0.4268, 0.4132, 0.4773, 0.3028, 0.3560, 0.3793, 0.3780, 0.3828, 0.3700, 0.5040, 0.4712, 0.5726, 0.4810, 0.6622, 0.1688, 0.4906, 0.4045, 0.4560, 0.3284]
}